Record 1
Formula: C5H6O
Source: OMol25
Level of theory: the ωB97M-V functional and the def2-TZVPD basis

Geometry as XYZ:
```
12
Properties=species:S:1:pos:R:3:forces:R:3:lowdin_charge:R:1
C -2.4156 0.6677 0.0760 0.1 0.0 0.0 0.137
C -1.2535 0.3850 0.1848 -0.2 0.0 -0.1 -0.053
C 0.1531 0.0088 0.2025 -0.1 0.0 -0.2 -0.513
C 1.0188 0.7004 -0.8322 0.0 0.0 0.0 -0.007
C 0.4793 -1.3265 0.7258 0.0 -0.3 -0.1 -0.089
O 0.7439 -0.1623 1.4891 0.0 0.1 0.2 -0.012
H -3.4516 0.9049 -0.0333 0.2 0.0 0.1 0.030
H 0.7477 1.7580 -0.9104 0.1 -0.2 0.1 0.087
H 0.8990 0.2476 -1.8220 0.0 0.0 0.2 0.089
H 2.0645 0.6283 -0.5226 -0.1 -0.1 -0.1 0.090
H 1.3402 -1.8630 0.3261 0.0 0.2 0.1 0.119
H -0.3259 -1.9489 1.1162 0.1 0.1 -0.1 0.121
```
Forces are in eV/Å.

Output
Frontier orbital gap: 11.006 eV
E_tot: -7326.5745 eV
Lowest unoccupied orbital energy: 1.020 eV
Total charge: 0
Maximum force: 0.3 eV Å⁻¹
Relative energy (zero: lowest compared OMol25 entry of this formula, charge and spin): 62.5 kcal/mol



Record 2
Formula: C6H11N
Source: OMol25
Level of theory: the ωB97M-V functional and the def2-TZVPD basis

Geometry as XYZ:
```
18
Properties=species:S:1:pos:R:3:forces:R:3:lowdin_charge:R:1
C 1.4180 -2.5544 1.0206 -1.4 -0.1 -0.3 -0.113
C 1.3772 -1.0700 0.7630 -1.0 -0.6 -0.6 -0.162
C 0.8110 -0.5736 -0.3383 1.9 0.3 0.6 -0.129
C 0.8831 0.9117 -0.5673 -0.3 1.2 -0.5 -0.228
C -0.4259 1.5668 -0.1541 0.2 0.0 -0.3 -0.129
C -1.5400 1.4426 -0.8639 -1.4 -0.2 -0.4 -0.240
N -2.8784 1.3539 -0.4086 0.3 1.1 0.0 0.030
H 1.5632 -2.7518 2.0567 0.7 -0.4 0.7 0.051
H 1.9941 -3.1981 0.3582 0.8 0.4 0.2 0.072
H 0.4166 -2.9591 0.8414 -0.2 0.2 0.0 0.072
H 1.5681 -0.3749 1.5727 0.6 -0.1 0.0 0.102
H 0.5110 -1.2717 -1.1090 -0.3 0.2 -0.3 0.111
H 1.2067 1.1667 -1.5841 -0.6 -0.3 -0.2 0.108
H 1.6889 1.3918 -0.0111 0.0 -0.4 0.5 0.098
H -0.4623 2.0463 0.8189 -0.2 -0.6 0.3 0.098
H -1.6179 1.3328 -1.9462 0.9 -0.6 0.0 0.113
H -3.0512 1.6120 0.5552 0.3 0.0 0.1 0.075
H -3.4623 1.9290 -1.0041 -0.3 -0.2 0.1 0.070
```
Forces are in eV/Å.

Output
Frontier orbital gap: 9.201 eV
E_tot: -7888.4972 eV
Lowest unoccupied orbital energy: 1.202 eV
Total charge: 0
Maximum force: 2.0 eV Å⁻¹
Relative energy (zero: lowest compared OMol25 entry of this formula, charge and spin): 46.9 kcal/mol



Record 3
Formula: C50H69AsN4Si4Ti
Source: OMol25
Level of theory: the ωB97M-V functional and the def2-TZVPD basis

Geometry as XYZ:
```
129
Properties=species:S:1:pos:R:3:forces:R:3:lowdin_charge:R:1
Ti 1.2654 -0.4317 -0.1338 -1.4 0.1 0.0 0.818
C -0.4211 -0.5205 3.1898 -0.1 0.1 0.1 -0.115
C 1.0571 -0.6124 3.2322 0.1 0.0 0.0 -0.308
C 1.6259 -0.6039 4.5099 -0.1 0.0 0.0 0.014
C 2.9811 -0.6663 4.6717 0.1 0.0 0.0 0.013
C 3.7657 -0.7463 3.5291 0.0 0.0 0.1 0.025
C 3.1584 -0.7572 2.2960 0.0 0.0 -0.1 -0.212
N 1.8098 -0.6914 2.1168 0.1 0.2 0.0 0.101
C 3.9815 -0.8443 1.0746 0.0 -0.1 0.0 -0.199
C 5.3656 -0.8735 1.1157 0.0 0.0 0.0 0.037
C 6.0752 -0.9361 -0.0667 0.1 0.0 0.0 0.024
C 5.3906 -0.9460 -1.2657 0.0 0.0 0.0 0.040
C 4.0085 -0.9112 -1.2470 0.0 -0.1 -0.1 -0.213
N 3.3169 -0.8867 -0.0938 0.4 0.3 0.0 0.046
C 3.2023 -0.8332 -2.4744 0.0 -0.1 0.1 -0.220
C 3.7926 -0.9022 -3.7111 0.0 0.0 -0.1 0.028
C 3.0046 -0.7286 -4.8434 0.1 0.0 0.0 0.014
C 1.6743 -0.4660 -4.6654 -0.1 0.0 0.0 0.018
C 1.1254 -0.4162 -3.3801 0.1 0.0 0.0 -0.282
C -0.3042 -0.0561 -3.2751 -0.1 -0.1 0.0 -0.049
N 1.8705 -0.6365 -2.2857 0.2 0.2 0.0 0.096
H -0.8436 -1.2025 3.9250 0.0 0.1 0.0 0.085
H -0.8225 -0.7394 2.2117 -0.1 0.0 -0.1 -0.021
H -0.7232 0.4908 3.4606 0.1 0.0 0.0 0.075
H 0.9608 -0.5515 5.3615 0.0 0.0 0.0 0.140
H 3.4324 -0.6611 5.6549 0.0 0.0 0.0 0.134
H 4.8368 -0.8054 3.6258 0.0 0.0 0.0 0.116
H 5.8938 -0.8434 2.0535 0.0 0.0 0.0 0.119
H 7.1570 -0.9632 -0.0532 0.0 0.0 0.0 0.136
H 5.9331 -0.9610 -2.1967 0.0 0.0 0.0 0.122
H 4.8501 -1.0813 -3.8171 0.0 0.0 0.0 0.119
H 3.4401 -0.7756 -5.8325 0.0 0.0 0.0 0.133
H 1.0193 -0.2855 -5.5073 0.0 0.0 0.0 0.140
H -0.9106 -0.7716 -3.8248 -0.1 -0.1 0.0 0.084
H -0.4476 0.9143 -3.7481 0.0 0.1 0.0 0.105
H -0.6474 -0.0084 -2.2511 -0.1 0.0 0.1 0.030
C -0.5784 -3.4274 -3.5456 0.0 0.1 0.0 -0.211
Si -1.6206 -3.1456 -1.9999 0.0 0.2 0.0 0.373
C -2.5627 -4.7460 -1.7893 0.0 -0.1 0.0 -0.204
C -2.9569 -1.8260 -2.1647 0.0 0.1 -0.1 -0.208
Si -0.2316 -2.5615 -0.1325 0.1 -0.2 0.0 0.462
Si -1.5756 -3.3149 1.7145 -0.1 0.2 0.0 0.379
C -2.4353 -4.9604 1.4990 0.0 -0.1 0.0 -0.199
C -2.9965 -2.0827 1.8880 0.0 0.1 0.1 -0.205
C -0.5274 -3.5691 3.2601 0.1 -0.1 0.0 -0.211
Si 1.5963 -4.1226 -0.1787 -0.1 -0.1 0.0 0.343
C 2.6876 -4.1342 -1.7006 0.1 0.1 -0.1 -0.186
C 0.7453 -5.7897 -0.1982 0.0 -0.1 0.0 -0.196
C 2.6839 -4.1247 1.3455 0.1 0.1 0.1 -0.186
H -1.1474 -3.1917 -4.4505 0.0 0.0 0.0 0.047
H -0.3292 -4.4907 -3.5990 0.0 0.0 0.0 0.041
H 0.3584 -2.8730 -3.5759 0.0 0.0 0.0 -0.006
H -2.8999 -5.0211 -2.7946 0.0 0.0 0.0 0.053
H -3.4519 -4.6219 -1.1750 0.0 0.0 0.0 0.022
H -1.9858 -5.5813 -1.3953 0.0 0.0 0.0 0.020
H -3.2190 -1.6395 -3.2106 0.0 0.0 0.0 0.045
H -2.7109 -0.8722 -1.7002 0.0 0.0 0.0 -0.004
H -3.8608 -2.1930 -1.6715 0.0 0.0 0.0 0.039
H -3.2676 -4.9195 0.8034 0.0 0.0 0.0 0.014
H -2.8510 -5.1792 2.4894 0.0 0.0 0.0 0.055
H -1.7982 -5.7988 1.2227 0.0 0.0 0.0 0.021
H -3.8701 -2.5011 1.3812 0.0 0.0 0.0 0.040
H -2.8135 -1.1037 1.4418 0.0 0.0 0.0 0.002
H -3.2766 -1.9344 2.9354 0.0 0.0 0.0 0.048
H -0.2373 -4.6225 3.3025 0.0 0.0 0.0 0.043
H -1.1129 -3.3686 4.1622 0.0 0.0 0.0 0.049
H 0.3871 -2.9793 3.3043 0.0 -0.1 0.0 -0.002
H 2.0926 -4.1659 -2.6150 0.0 0.0 0.0 0.025
H 3.2786 -5.0545 -1.6620 0.0 0.0 0.0 0.050
H 3.3950 -3.3110 -1.7804 0.0 0.0 0.0 0.002
H 0.0807 -5.9089 -1.0547 0.0 0.0 0.0 0.021
H 0.1789 -5.9722 0.7152 0.0 0.0 -0.1 0.017
H 1.5126 -6.5676 -0.2675 0.0 0.0 0.0 0.052
H 3.3150 -3.2440 1.4691 0.0 -0.1 0.0 0.002
H 3.3513 -4.9891 1.2754 0.0 0.0 0.0 0.051
H 2.0863 -4.2441 2.2510 0.0 0.0 0.0 0.023
C 0.8977 7.6147 2.0685 0.0 0.0 0.0 -0.032
C 0.4278 6.2263 1.7393 0.0 0.0 0.0 -0.245
C -0.7504 6.0065 1.0415 0.0 0.0 0.0 -0.002
C -1.2128 4.7375 0.7033 0.0 0.1 -0.1 -0.248
C -2.4843 4.7127 -0.1100 0.0 -0.1 0.1 -0.025
C -0.4611 3.6143 1.1115 -0.1 0.0 -0.1 -0.273
As -0.9537 1.7318 0.8032 0.4 0.1 0.1 1.413
N 0.4844 1.2534 -0.4532 0.4 0.2 0.0 -0.320
C 1.2301 2.2921 -1.1184 -0.2 -0.1 0.2 -0.354
C 2.6250 2.2663 -1.1007 0.1 0.1 0.1 -0.065
C 3.3747 3.2396 -1.7469 0.0 0.0 0.0 -0.063
C 2.7420 4.2847 -2.3994 0.0 0.0 0.0 -0.065
C 1.3555 4.3534 -2.3742 0.0 0.0 0.0 -0.042
C 0.6082 3.3771 -1.7355 0.0 -0.1 -0.1 -0.042
C -2.8044 1.7133 0.1463 -0.1 0.0 0.1 -0.307
C -3.3623 1.7389 -1.1315 0.0 0.0 0.0 -0.301
C -2.5823 1.9752 -2.3873 0.0 0.0 -0.1 -0.069
C -4.7440 1.6254 -1.2812 0.0 0.0 -0.1 -0.003
C -5.6015 1.5270 -0.2035 -0.1 0.0 0.0 -0.244
C -7.0898 1.4224 -0.3804 0.0 0.0 0.0 -0.032
C -5.0371 1.5545 1.0685 0.0 0.0 0.0 -0.004
C -3.6700 1.6402 1.2695 0.0 0.0 -0.1 -0.309
C -3.2012 1.7159 2.7063 0.0 0.0 0.0 -0.075
C 0.7236 3.8230 1.8402 0.0 0.0 0.1 -0.275
C 1.5997 2.7141 2.3655 0.0 0.0 0.0 -0.067
C 1.1524 5.1119 2.1262 0.0 0.0 0.0 -0.008
H 0.2325 8.3687 1.6517 0.0 0.0 0.0 0.081
H 1.9004 7.7894 1.6759 0.0 0.0 0.0 0.088
H 0.9413 7.7626 3.1487 0.0 0.0 0.0 0.091
H -1.3353 6.8626 0.7253 0.0 0.0 0.0 0.120
H -2.7722 5.7336 -0.3522 0.0 0.0 0.0 0.087
H -3.3158 4.2514 0.4238 0.0 0.0 0.0 0.088
H -2.3715 4.1736 -1.0484 0.0 0.0 0.0 0.051
H 3.1521 1.5269 -0.5105 0.0 -0.1 0.0 0.086
H 4.4559 3.1961 -1.7069 0.0 0.0 0.0 0.111
H 3.3199 5.0545 -2.8930 0.0 0.0 0.0 0.113
H 0.8446 5.1855 -2.8423 0.0 0.0 0.0 0.118
H -0.4643 3.4757 -1.7052 0.0 0.0 0.0 0.077
H -1.5175 1.9321 -2.2154 0.1 0.0 0.0 0.013
H -2.8171 2.9579 -2.8061 0.0 0.0 0.0 0.101
H -2.8473 1.2360 -3.1440 0.0 0.0 0.0 0.087
H -5.1551 1.6379 -2.2860 0.0 0.0 0.0 0.129
H -7.3645 1.3950 -1.4333 0.0 0.0 0.0 0.080
H -7.5937 2.2734 0.0803 0.0 0.0 0.0 0.091
H -7.4760 0.5206 0.0970 0.0 0.0 0.0 0.089
H -5.6869 1.5094 1.9362 0.0 0.0 0.0 0.127
H -4.0634 1.7935 3.3662 0.0 0.0 0.0 0.090
H -2.5722 2.5881 2.9049 0.0 0.0 0.0 0.077
H -2.6483 0.8243 2.9987 0.0 0.0 0.0 0.037
H 1.2234 1.7314 2.1091 0.0 0.0 0.0 -0.011
H 1.6668 2.7658 3.4545 0.0 0.0 0.0 0.098
H 2.6135 2.8065 1.9687 0.0 0.0 0.0 0.090
H 2.0775 5.2399 2.6801 0.0 0.0 0.0 0.130
```
Forces are in eV/Å.

Output
Frontier orbital gap: 5.825 eV
E_tot: -174386.8437 eV
Lowest unoccupied orbital energy: -6.556 eV
Total charge: +2
Maximum force: 1.4 eV Å⁻¹
Relative energy (zero: lowest compared OMol25 entry of this formula, charge and spin): 0.0 kcal/mol



Record 4
Formula: C3H9NO3
Source: OMol25
Level of theory: the ωB97M-V functional and the def2-TZVPD basis

Geometry as XYZ:
```
16
Properties=species:S:1:pos:R:3:forces:R:3:lowdin_charge:R:1
C -2.0579 -0.0792 0.0337 -0.2 2.5 3.2 -0.031
C -0.5588 0.1998 0.5791 -1.2 1.2 1.7 -0.312
N -0.1310 -1.0651 1.1605 1.2 0.7 -0.5 0.026
C 0.1858 0.5442 -0.6873 -0.6 0.4 -1.5 -0.506
O 0.2875 1.6591 -1.1426 0.6 -1.0 0.5 0.105
O 0.3816 -0.6109 -1.4056 -1.2 -0.3 2.9 0.093
H -2.7355 0.6778 -0.3192 0.5 1.3 -0.5 0.068
H -1.9681 -0.7367 -0.7412 0.1 -2.3 -1.6 0.035
H -2.6833 -0.3888 0.8826 0.6 -0.8 -0.1 0.079
H -0.3831 1.1358 1.3556 -0.9 -2.5 -2.1 0.197
H -0.5813 -1.4039 1.9990 -0.3 0.3 -0.4 0.078
H -0.0954 -1.7220 0.3945 0.0 -0.5 0.5 0.067
H 0.8623 -0.6880 -2.1900 1.2 0.9 -2.0 0.095
O 3.3611 0.5667 0.1399 1.4 -2.7 -1.4 -0.015
H 3.0460 0.6803 -0.7555 -0.2 0.5 0.1 0.026
H 3.0701 1.2308 0.6965 -1.1 2.2 1.3 -0.005
```
Forces are in eV/Å.

Output
Frontier orbital gap: 9.786 eV
E_tot: -10888.5651 eV
Lowest unoccupied orbital energy: 0.552 eV
Total charge: 0
Maximum force: 4.0 eV Å⁻¹
Relative energy (zero: lowest compared OMol25 entry of this formula, charge and spin): 46.5 kcal/mol



Record 5
Formula: C4H15NO3
Source: OMol25
Level of theory: the ωB97M-V functional and the def2-TZVPD basis

Geometry as XYZ:
```
23
Properties=species:S:1:pos:R:3:forces:R:3:lowdin_charge:R:1
C 1.3246 0.6589 -0.4043 -1.7 -0.8 0.6 -0.153
C 0.4186 0.3029 -1.6388 1.5 -0.8 0.1 -0.170
C -0.2258 -1.0141 -1.1220 -5.1 0.9 0.3 -0.209
N -0.6331 -0.6490 0.2822 0.9 -1.1 -0.3 -0.094
C 0.5813 -0.1164 0.8179 2.8 -0.8 -1.1 -0.237
H 1.3483 1.6823 -0.0714 0.0 0.7 -0.5 0.082
H 2.3267 0.3675 -0.6500 0.6 -0.4 0.4 0.079
H 1.1197 0.1222 -2.5114 -1.2 0.5 0.7 0.114
H -0.3370 1.0989 -1.7950 0.4 -0.7 -0.3 0.103
H -1.2544 -1.3990 -1.5496 1.9 1.3 -0.1 0.137
H 0.2742 -1.9544 -1.1008 1.4 -0.2 0.1 0.080
H -1.3378 0.0798 0.3491 -0.1 -0.3 -0.7 0.091
H 1.3025 -0.9300 1.2191 -1.3 1.1 -0.4 0.128
H 0.3618 0.5935 1.5639 0.0 0.6 1.2 0.053
O -4.5174 1.4047 -0.1892 1.2 2.4 -1.3 -0.103
H -3.8831 1.8821 0.3885 -0.6 -0.7 0.0 0.031
H -4.4441 2.0452 -0.9714 -0.6 -1.6 1.2 0.072
O -0.2006 2.1743 3.6034 1.6 3.5 -1.4 0.003
H -0.7471 2.1154 2.8422 -0.8 -0.4 -0.6 0.011
H -0.3235 1.4856 4.1703 -0.8 -3.1 2.1 -0.013
O 3.6346 -2.9904 -1.7775 -2.7 0.2 3.3 -0.125
H 3.1995 -2.7524 -0.8448 1.9 -0.3 -2.7 0.094
H 2.9019 -3.5898 -2.0254 0.7 0.1 -0.6 0.027
```
Forces are in eV/Å.

Output
Frontier orbital gap: 9.179 eV
E_tot: -12022.0104 eV
Lowest unoccupied orbital energy: 0.126 eV
Total charge: 0
Maximum force: 5.2 eV Å⁻¹
Relative energy (zero: lowest compared OMol25 entry of this formula, charge and spin): 50.9 kcal/mol



Q: total charge of number 2 (C6H11N)?
A: 0